A molecular structure, CH4N4O2 at a distorted geometry, computed with the ωB97M-V functional and the def2-TZVPD basis.

The calculation puts the relative energy (zero: lowest compared OMol25 entry of this formula, charge and spin) at 134.0 kcal/mol. For the LUMO energy (spin up / spin down), the calculation gives -0.394 / -0.443 eV. For the total energy, the calculation gives -409.73528 hartree. The calculation puts the molar mass at 104.07 g mol⁻¹. As for the max |F|: 4.21 eV Å⁻¹. The highest occupied orbital energy (spin up / spin down) is -8.7 / -8.4 eV. As for the HOMO-LUMO gap (spin up / spin down): 8.32 / 7.95 eV.

CARTESIAN COORDINATES (ANGSTROEM)
C  0.396139  0.133701  -0.573557
N  0.025217  -0.536503  0.663505
N  -1.142834  0.253024  0.550744
N  -0.721964  1.061141  -0.463283
N  -0.002957  2.762659  0.493436
O  0.802072  3.444709  -0.035370
O  -0.375485  2.582749  1.632306
H  1.373035  0.524713  -0.595020
H  0.203457  -0.591551  -1.378236
H  -0.197893  -1.460458  0.323286
H  -1.300259  0.835533  1.507409

Cartesian forces, eV/Å:
-0.03 -0.80 -1.30
0.81 -0.28 0.21
-1.76 2.19 3.13
-0.19 0.25 0.05
-0.82 -3.29 0.21
0.13 0.86 0.47
0.72 1.51 -0.25
1.16 0.69 -0.31
0.40 0.67 -0.46
-0.40 -0.60 0.85
-0.02 -1.21 -2.61

Here are the natural (NBO) charges for atoms 1 to 2, given in e: number 1, C, carries -0.12; number 2, N, carries -0.46